{
  "formula": "C15H24N4O5Ru",
  "method": "the ωB97M-V functional and the def2-TZVPD basis",
  "elements": ["O", "H", "Ru", "N", "N", "O", "O", "C", "C", "C", "C", "H", "H", "H", "H", "H", "H", "H", "H", "O", "H", "H", "C", "H", "H", "H", "O", "H", "H", "C", "C", "C", "C", "N", "C", "C", "C", "C", "C", "C", "N", "H", "H", "H", "H", "H", "H", "H", "H"],
  "xyz": [[1.44, 2.42, -3.39], [2.03, 2.83, -2.70], [-0.05, -0.35, -0.10], [-1.62, -0.82, -1.10], [0.64, -0.66, -2.17], [-2.86, -1.16, -0.54], [1.80, -0.51, -2.66], [-1.58, -1.19, -2.40], [-0.33, -1.11, -3.03], [-2.85, -1.65, -2.95], [-0.01, -1.40, -4.45], [-3.66, -0.92, -2.90], [-3.20, -2.58, -2.49], [-2.73, -1.88, -4.01], [1.04, -1.67, -4.60], [-0.23, -0.49, -5.05], [-0.67, -2.22, -4.78], [-2.86, -0.82, 0.38], [1.33, 1.57, -2.86], [0.04, -2.56, 0.50], [-0.63, -3.17, 0.12], [0.89, -3.03, 0.58], [0.05, 1.44, -0.49], [1.20, 1.51, -0.81], [-0.34, 1.62, -1.52], [0.04, 2.47, -0.08], [-2.14, 4.18, 0.34], [-2.67, 4.60, -0.35], [-2.04, 4.96, 0.87], [-2.29, 0.93, 3.32], [-1.41, 0.74, 4.38], [-0.12, 0.34, 4.09], [0.28, 0.14, 2.77], [-0.63, 0.23, 1.77], [-1.87, 0.72, 2.01], [1.65, -0.16, 2.37], [2.72, -0.36, 3.25], [3.97, -0.71, 2.75], [4.12, -0.85, 1.37], [3.04, -0.62, 0.53], [1.83, -0.29, 1.03], [-3.30, 1.27, 3.49], [-1.71, 0.88, 5.41], [0.62, 0.21, 4.86], [-2.46, 0.98, 1.14], [2.54, -0.20, 4.31], [4.81, -0.85, 3.43], [5.08, -1.11, 0.92], [3.11, -0.70, -0.55]],
  "total_charge": 1,
  "multiplicity": 6,
  "max_force_ha_per_bohr": 0.1315,
  "e_lumo_ev": [-2.9, -6.1],
  "homo_lumo_gap_ev": [5.298, 5.562],
  "e_above_lowest_ev": 0.548
}